Density functional theory data (ωB97M-V/def2-TZVPD) for a molecular structure, C22H32B2NO44S7 in a non-equilibrium geometry.

Computed properties:
- Charge: -1
- Frontier orbital gap: 8.537 eV
- Highest occupied orbital energy: -7.6325 eV
- ΔE to the lowest compared entry with this formula, charge and spin: 0.00 kJ/mol
- Multiplicity: 1
- Energy: -7060.0979 Eh

Each line ends with the Mulliken charge.
Cartesian coordinates (Å):
N -12.678 18.048 -16.414  -0.059
H -13.116 18.111 -17.321  0.314
H -13.488 18.030 -15.811  0.420
H -12.090 18.869 -16.411  0.438
H -12.179 17.200 -16.185  -0.077
O -13.129 10.238 -13.499  -0.629
C -14.020 11.069 -13.781  0.546
O -14.190 11.674 -14.958  -0.455
B -14.919 12.971 -14.715  1.356
O -15.288 12.925 -13.307  -0.654
C -14.781 11.861 -12.742  0.669
O -14.878 11.583 -11.529  -0.641
O -16.153 13.015 -15.511  -0.569
C -16.043 13.988 -16.442  0.393
O -16.841 14.140 -17.389  -0.644
C -14.705 14.715 -16.135  0.542
O -14.136 14.135 -15.128  -0.375
O -14.224 15.652 -16.762  -0.602
O -11.475 15.563 -15.607  -0.703
C -10.264 15.609 -15.981  0.899
O -9.442 14.515 -16.173  -0.162
B -8.087 14.972 -16.372  1.187
O -8.314 16.392 -16.549  -0.528
C -9.424 16.814 -16.313  0.105
O -9.841 17.975 -16.287  -0.792
O -7.409 14.450 -17.607  -0.668
C -6.407 13.754 -17.324  0.389
O -5.603 13.143 -18.069  -0.773
C -6.221 13.785 -15.766  0.721
O -7.186 14.623 -15.281  -0.083
O -5.376 13.155 -15.137  -0.677
C -6.717 18.805 -18.431  -0.280
C -6.215 17.376 -18.915  0.487
O -6.831 17.087 -20.139  -0.224
S -7.878 18.297 -20.492  0.985
O -9.202 17.680 -20.764  -0.467
O -7.280 19.265 -21.435  -0.588
O -7.974 18.983 -18.986  -0.254
H -5.913 19.516 -18.619  0.321
H -6.847 18.740 -17.351  0.296
H -6.445 16.545 -18.249  -0.541
H -5.153 17.225 -19.105  0.350
C -1.405 12.395 -20.442  -0.213
C -2.422 13.335 -19.762  0.385
O -2.029 13.290 -18.357  -0.352
S -1.459 11.762 -18.010  0.987
O -2.569 10.817 -17.815  -0.451
O -0.448 11.845 -16.949  -0.582
O -0.758 11.632 -19.470  -0.327
H -0.623 13.010 -20.889  0.297
H -1.803 11.712 -21.192  0.167
H -3.367 12.792 -19.789  -0.363
H -2.515 14.373 -20.081  0.417
C -7.099 10.125 -15.464  -0.182
C -6.114 9.992 -16.575  0.385
O -6.889 9.322 -17.624  -0.350
S -8.520 9.300 -17.368  1.033
O -8.977 7.996 -17.100  -0.563
O -9.263 9.961 -18.361  -0.517
O -8.287 10.292 -16.111  -0.068
H -6.871 11.043 -14.922  0.065
H -7.093 9.289 -14.764  0.240
H -5.275 9.345 -16.322  0.411
H -5.706 10.944 -16.917  -0.350
C -9.606 12.898 -12.056  -0.010
C -10.328 13.767 -13.127  0.412
O -11.533 14.172 -12.527  -0.393
S -11.614 13.972 -10.886  1.111
O -12.658 12.962 -10.478  -0.527
O -11.544 15.207 -10.089  -0.595
O -10.120 13.303 -10.746  -0.414
H -8.533 13.040 -11.930  0.108
H -9.841 11.844 -12.205  0.313
H -10.595 13.335 -14.092  0.237
H -9.744 14.682 -13.220  -0.300
C -6.344 10.448 -20.566  -0.139
C -5.047 9.821 -19.921  0.169
O -4.000 10.453 -20.643  -0.301
S -4.521 11.196 -22.029  0.977
O -3.816 10.670 -23.209  -0.594
O -4.645 12.606 -21.777  -0.438
O -6.009 10.551 -21.932  -0.407
H -6.379 11.388 -20.015  0.132
H -7.316 10.003 -20.353  0.357
H -5.137 8.749 -20.099  0.205
H -4.704 10.171 -18.948  0.006
C -12.044 13.434 -18.485  0.351
C -13.399 12.943 -19.124  -0.602
O -14.051 14.275 -19.335  -0.292
S -12.987 15.267 -20.055  1.119
O -13.135 16.665 -19.696  -0.560
O -12.739 14.917 -21.470  -0.584
O -11.772 14.670 -19.131  -0.118
H -11.371 12.612 -18.729  0.205
H -12.173 13.448 -17.403  -0.151
H -13.994 12.348 -18.432  0.316
H -13.360 12.418 -20.079  0.314
C -5.594 14.988 -10.736  -0.573
C -5.784 14.878 -12.248  0.251
O -6.069 16.162 -12.603  -0.264
S -6.949 16.953 -11.444  1.081
O -8.401 16.908 -11.750  -0.440
O -6.263 18.193 -10.919  -0.575
O -6.653 15.747 -10.310  -0.351
H -4.742 15.596 -10.430  0.397
H -5.462 13.986 -10.327  0.363
H -6.681 14.324 -12.524  -0.247
H -4.944 14.374 -12.727  0.409